CHN3OS | wB97M-V/def2-TZVPD

```
7
Properties=species:S:1:pos:R:3:forces:R:3
C -0.3432 -1.5291 1.0203 -0.22 -1.16 -0.96
N 0.4145 1.2368 -1.1546 2.92 -1.99 -4.19
N 0.9538 0.9541 -2.1182 -0.54 0.62 1.35
N -0.2749 1.5297 -0.2510 -2.18 1.02 4.89
O -0.0693 -0.5766 1.5822 0.42 1.28 1.35
S -0.6764 -2.7921 0.1922 -0.17 -0.43 -0.15
H -0.0044 1.1772 0.7290 -0.22 0.68 -2.29
```
Forces are in eV/Å.

Computed properties:
Energy above the lowest of the compared OMol25 structures with the same formula, charge and spin: 168.6 kJ/mol